ORCA calculation (ωB97M-V with the def2-TZVPD basis set) on a 11-piece molecular cluster, C62H157N11O20 overall at a distorted geometry.

XYZ file:
```
250
Properties=species:S:1:pos:R:3:lowdin_charge:R:1
O -1.449 -6.308 3.255 -0.206
O 4.196 1.856 4.184 -0.197
O 4.989 -7.019 4.920 -0.218
O 0.514 2.798 -4.860 -0.207
O -2.066 0.809 -1.452 -0.186
O -6.729 3.035 -0.646 -0.173
O -1.592 -0.983 -5.405 -0.198
O -1.240 0.702 1.301 -0.235
O -9.422 3.215 -4.543 -0.200
O 2.813 -1.016 -2.008 -0.225
O -1.122 4.950 2.865 -0.198
O -3.908 -2.132 5.060 -0.181
O 1.895 -2.593 1.796 -0.171
O 4.695 1.035 8.910 -0.202
O 5.887 -4.498 -2.164 -0.189
O 1.252 -5.400 -3.939 -0.177
O -6.206 0.182 -5.225 -0.183
O 1.720 6.073 -1.358 -0.183
O 5.871 -0.091 0.159 -0.213
O 2.628 -2.541 6.055 -0.190
N 3.724 1.491 -0.806 -0.050
N -3.817 7.011 1.445 0.027
N -6.460 3.514 -3.796 0.067
N 2.511 3.374 1.224 -0.031
N -1.096 -1.721 -0.252 -0.056
N 5.060 -0.696 5.700 -0.050
N 1.280 -6.811 4.505 -0.060
N -9.210 2.135 -1.678 -0.034
N 1.131 0.234 -5.857 -0.061
N -3.394 -1.303 1.447 -0.028
N 4.190 -4.843 -4.590 -0.070
C 1.019 1.351 -6.778 -0.191
C -2.506 5.337 0.322 -0.048
C -6.565 1.138 -4.284 -0.248
C -10.449 2.693 -3.738 -0.226
C 5.444 2.555 4.258 -0.095
C -9.680 2.891 -5.880 -0.121
C 3.088 -2.238 -2.814 -0.037
C 6.129 1.215 -0.199 -0.226
C -4.180 -1.427 3.830 -0.204
C -2.563 1.097 1.706 -0.163
C 4.596 -0.497 7.088 -0.201
C 4.874 -2.047 5.159 -0.170
C 1.024 7.234 -0.918 -0.103
C 2.789 0.203 -2.751 -0.195
C -3.003 5.865 1.683 -0.433
C -0.026 5.045 3.774 -0.101
C -1.410 -1.516 -1.631 -0.175
C 2.635 -7.411 4.579 -0.195
C -1.785 2.214 -1.693 -0.063
C 0.239 -2.281 -0.024 -0.165
C 1.400 2.658 -5.976 -0.189
C 0.674 -2.046 1.410 -0.218
C 6.105 -6.336 5.519 -0.089
C 6.777 -0.626 1.124 -0.073
C 5.333 2.104 9.574 -0.126
C -3.656 0.116 1.128 -0.176
C 3.347 -5.793 -5.294 -0.188
C -3.057 -1.603 2.861 -0.215
C 3.013 -1.919 1.292 -0.102
C -5.368 2.736 -0.503 -0.115
C -1.128 -0.069 -2.062 -0.188
C -2.738 -5.697 3.114 -0.091
C -10.201 3.008 -2.261 -0.215
C 5.106 1.451 -1.353 -0.168
C 0.092 -4.614 -3.833 -0.115
C 6.258 -3.495 -1.194 -0.092
C 2.420 4.766 0.710 -0.181
C -0.321 -5.441 3.213 -0.202
C 5.097 0.842 7.535 -0.215
C 3.708 -6.376 4.859 -0.217
C 1.057 -6.210 3.178 -0.167
C 3.369 -2.346 4.872 -0.216
C -2.974 -1.040 -5.610 -0.115
C 1.312 -3.043 5.921 -0.086
C -2.890 -1.559 5.806 -0.147
C -1.855 6.172 2.694 -0.172
C -4.388 2.495 -4.204 -0.039
C -0.171 1.605 1.580 -0.093
C 3.358 3.353 2.407 -0.206
C 0.646 3.972 -4.073 -0.105
C -9.046 2.558 -0.267 -0.216
C 5.638 -5.166 -4.524 -0.174
C 1.523 4.921 -0.525 -0.191
C -5.876 2.408 -4.569 -0.407
C 2.647 1.425 -1.781 -0.170
C -6.623 -1.179 -5.010 -0.084
C -7.649 2.293 0.104 -0.252
C 6.340 -4.282 -3.489 -0.235
C -0.810 -1.299 -6.516 -0.229
C 0.712 -1.110 -6.310 -0.156
C 1.833 -5.314 -5.221 -0.202
C 3.638 1.901 2.901 -0.219
H 1.248 -1.234 -7.251 0.118
H 0.394 4.909 -4.569 0.088
H -3.527 -0.683 -4.741 0.080
H 3.022 3.871 3.305 0.118
H -3.246 7.824 1.259 0.069
H -0.286 5.145 4.827 0.086
H -2.763 -0.479 5.887 0.094
H -11.097 2.922 -1.648 0.122
H 1.679 4.177 -3.793 0.077
H -4.905 2.852 0.477 0.080
H -0.434 2.633 1.332 0.065
H 1.013 -1.828 -0.644 0.095
H 3.218 -3.070 -2.122 0.081
H 5.811 2.487 5.282 0.075
H -3.005 -1.785 6.866 0.082
H 0.577 5.922 3.539 0.078
H 2.729 1.301 2.944 0.113
H -4.204 2.236 -3.162 0.053
H 7.316 -3.506 -0.932 0.084
H -2.095 6.220 -0.168 0.070
H 3.358 -3.246 4.257 0.092
H -9.113 3.645 -0.222 0.116
H -2.982 -5.009 3.923 0.079
H -0.896 2.606 -1.200 0.071
H 5.436 -2.121 4.229 0.098
H -2.732 -2.643 2.860 0.108
H -3.724 0.208 0.044 0.084
H 0.956 -7.022 2.457 0.117
H 0.138 1.552 2.624 0.088
H 3.013 -0.831 1.352 0.081
H 1.859 4.087 -1.141 0.092
H 0.643 4.187 3.706 0.071
H 0.317 -3.334 -0.293 0.123
H -7.615 2.416 1.187 0.130
H -2.829 2.125 1.458 0.100
H -6.123 2.629 -5.608 0.142
H -8.770 2.820 -6.475 0.091
H 3.790 -4.600 -3.695 0.079
H 7.815 -0.573 0.794 0.091
H -3.973 3.479 -4.421 0.084
H -3.628 5.096 2.136 0.131
H 6.965 -7.005 5.490 0.085
H 2.377 2.571 -5.500 0.113
H -6.284 3.394 -2.809 0.033
H -3.298 -0.295 -6.336 0.087
H 4.625 -0.004 5.107 0.069
H -0.803 -5.075 -4.251 0.093
H 3.517 -0.551 7.237 0.116
H -2.605 1.053 2.794 0.108
H 7.112 1.298 -0.662 0.123
H -1.024 -2.312 -6.855 0.118
H 0.514 0.505 -5.104 0.071
H 1.300 -6.010 -5.868 0.114
H -0.072 -4.471 -2.765 0.080
H 5.015 -1.289 7.708 0.125
H -9.806 2.183 0.418 0.131
H 3.195 -2.144 0.241 0.070
H 1.732 1.438 -1.189 0.094
H -0.058 7.104 -0.915 0.066
H 5.884 -6.133 6.567 0.080
H -7.532 1.227 -0.090 0.131
H 3.612 -5.882 5.826 0.120
H 1.330 7.586 0.067 0.084
H -3.427 4.995 -0.148 0.059
H -9.904 4.050 -2.143 0.119
H 1.879 0.126 -3.346 0.095
H -6.344 0.778 -3.279 0.131
H 6.576 -1.675 1.345 0.079
H -2.169 -1.053 3.171 0.100
H 5.290 -2.766 5.864 0.111
H -1.209 6.985 2.363 0.117
H 4.865 2.309 10.536 0.084
H -3.791 1.803 -4.798 0.064
H -7.648 1.257 -4.269 0.114
H 0.728 -0.984 1.649 0.106
H 4.272 1.402 2.167 0.096
H -3.513 -6.463 3.095 0.084
H 6.648 -0.071 2.053 0.079
H 3.768 -5.609 4.087 0.104
H 4.361 3.694 2.150 0.100
H 0.985 -3.432 6.886 0.092
H -8.312 2.366 -2.077 0.070
H 5.501 3.019 9.006 0.083
H -7.460 3.495 -3.931 0.036
H 0.569 -7.520 4.616 0.101
H 4.520 1.562 6.954 0.114
H -2.590 2.812 -1.266 0.059
H -10.449 1.607 -3.830 0.118
H 3.681 -5.965 -6.317 0.112
H -1.170 -0.680 -7.338 0.113
H -4.275 7.037 0.545 0.072
H -5.174 1.696 -0.766 0.083
H 7.393 -4.540 -3.609 0.113
H 5.652 -6.196 -4.166 0.112
H 6.073 -2.465 -1.496 0.071
H 3.811 0.569 -0.402 0.074
H 1.423 3.449 -6.726 0.116
H 3.651 0.353 -3.401 0.112
H -6.135 -1.664 -4.165 0.080
H -6.517 -1.803 -5.898 0.088
H 0.223 -3.621 -4.264 0.059
H -2.451 -1.722 -1.878 0.120
H -3.356 -1.987 -5.990 0.092
H 3.399 5.240 0.635 0.117
H -7.642 -1.188 -4.623 0.080
H 0.644 -2.244 5.600 0.080
H 2.910 2.735 0.551 0.053
H 6.181 0.938 7.475 0.124
H -0.882 -2.236 -2.256 0.103
H 0.722 1.452 0.974 0.058
H 1.876 -5.532 2.935 0.103
H -1.725 2.403 -2.765 0.078
H -2.794 -5.219 2.136 0.082
H -2.281 6.544 3.626 0.123
H -1.014 -0.008 -3.144 0.105
H 6.287 -5.386 5.016 0.075
H -1.100 -0.786 0.131 0.064
H -10.426 3.564 -6.303 0.091
H 1.247 -3.915 5.270 0.062
H 3.875 -2.331 1.817 0.083
H -5.150 -1.823 3.529 0.126
H -0.418 -4.900 2.272 0.100
H -1.832 4.483 0.395 0.048
H 2.950 -1.591 4.208 0.110
H 0.016 1.574 -7.144 0.112
H 1.186 8.074 -1.593 0.086
H 2.237 -2.572 -3.407 0.066
H 1.071 -1.878 -5.624 0.081
H 6.192 2.170 3.564 0.086
H 1.692 1.265 -7.631 0.117
H 0.459 4.837 -0.304 0.105
H -4.618 0.542 1.415 0.098
H -0.455 -4.654 3.956 0.103
H 5.334 2.375 -1.884 0.116
H 3.982 -2.086 -3.418 0.084
H 6.216 -5.139 -5.448 0.118
H 6.014 1.955 0.594 0.114
H -11.462 2.958 -4.040 0.121
H -0.112 0.179 -1.753 0.104
H -4.437 -0.382 3.999 0.115
H 6.310 -3.207 -3.665 0.111
H -0.005 3.906 -3.201 0.071
H -0.140 -2.340 2.072 0.114
H -2.647 -1.639 0.856 0.045
H 2.637 2.310 -2.417 0.103
H 1.741 -4.318 -5.654 0.103
H -4.693 3.340 -1.110 0.064
H 2.634 -8.212 5.319 0.122
H 5.452 3.634 4.107 0.083
H 6.304 1.686 9.838 0.080
H 3.505 -6.793 -4.891 0.107
H 5.285 0.748 -2.167 0.106
H 1.969 5.402 1.472 0.095
H 2.955 -7.841 3.630 0.113
H -1.999 -2.125 5.533 0.075
H 5.648 -3.715 -0.318 0.085
H -10.123 1.916 -6.087 0.086
```

The structure (SMILES) is COC[C@H](C)N.COC[C@H](C)N.COCCNCCOC.COCCNCCOC.COCCNCCOC.COCCNCCOC.COCCNCCOC.COCCNCCOC.COCCNCCOC.COCCNCCOC.COCCNCCOC. Its net charge is 0. The value obtained for the HOMO-LUMO gap is 0.3150 Ha. The value obtained for the energy above the lowest of the compared OMol25 structures with the same formula, charge and spin is 3.250 eV. The LUMO energy comes out at 0.51 eV.